DFT (wB97M-V/def2-TZVPD) results for a structure of composition C24H48AgO18.

Geometry as XYZ:
```
91
Properties=species:S:1:pos:R:3:forces:R:3:mulliken_charge:R:1
C -6.6219 -3.4730 -20.1479 0.64 -0.56 -1.23 -1.66
C -10.4250 -5.7932 -20.5419 0.38 0.74 0.79 0.33
H -11.4804 -6.3327 -11.5543 -0.21 -0.12 -0.26 0.16
H -6.9272 -2.4329 -20.2388 -0.16 -0.01 0.48 0.35
C -7.8870 -7.9353 -17.8768 -0.37 0.25 -0.12 -0.50
H -9.8559 -6.1175 -19.6653 -0.79 -0.61 0.29 -0.22
H -12.1650 -6.1844 -21.8455 0.28 0.34 -0.03 0.35
H -14.5049 -4.4098 -19.0256 -0.04 -0.18 0.21 0.18
C -7.2402 -3.6486 -14.4145 -1.46 0.41 1.20 -0.66
C -11.7098 -6.4873 -20.9057 0.46 -1.26 0.30 -1.10
C -13.3124 -2.4770 -13.7296 1.33 -2.13 0.07 0.55
H -13.0860 -7.7836 -16.3268 0.10 -0.51 0.19 -0.08
O -7.2201 -3.0981 -15.7270 0.75 0.12 0.17 -0.42
H -13.0470 -3.5103 -13.9856 -0.22 -0.14 0.67 -0.41
H -8.0114 -7.7992 -18.9543 0.03 -0.24 -0.05 0.41
H -6.8193 -2.9729 -13.6693 0.43 0.45 -0.73 0.35
Ag -10.6392 -5.4891 -15.6085 0.00 0.20 0.01 2.92
C -14.9445 -3.8828 -16.9284 -1.83 0.46 0.62 -0.13
H -12.9409 -7.4258 -9.6785 -0.04 0.12 -0.19 0.37
H -13.0251 -1.0950 -12.0752 0.30 0.14 -0.41 0.38
H -9.6494 -5.8553 -21.3085 -0.46 0.44 -0.43 0.32
O -10.7100 -4.3960 -20.3048 0.06 0.72 -1.22 -0.39
H -9.5060 -1.1636 -17.5136 -0.56 -0.36 -0.05 0.15
C -11.0969 -3.9119 -19.1334 1.05 -0.74 -0.10 -0.02
O -11.0369 -1.2005 -16.0612 -1.03 -0.12 -0.48 -0.29
H -8.2681 -7.0258 -17.4092 -0.04 -0.14 0.06 -0.33
C -7.4453 -7.4462 -13.6258 1.15 -1.01 -0.69 -0.33
H -6.8163 -7.9858 -17.6758 -0.02 -0.19 0.08 0.51
O -12.0596 -9.0758 -17.6275 -0.63 -0.14 -0.30 -0.41
H -6.7174 -4.5921 -14.2882 -0.16 -0.11 -0.58 0.28
H -15.4772 -6.8141 -13.2531 0.45 -0.10 -0.19 0.30
H -7.0218 -6.4461 -13.5428 -0.61 0.15 0.45 0.12
H -14.0631 -9.0290 -17.2046 0.09 -0.10 -0.02 0.37
C -15.2505 -5.7520 -13.3093 0.16 0.47 0.85 -0.63
H -16.0745 -5.2415 -12.8117 -0.11 0.17 -0.43 0.28
O -8.3680 -4.8394 -16.6556 -0.22 0.05 0.49 0.25
H -11.5941 -8.5804 -9.5629 -0.35 -0.03 0.16 0.33
H -7.9040 -7.5761 -14.6056 -0.28 0.15 0.13 0.03
H -12.4643 -6.4268 -20.1219 0.11 0.12 0.12 0.04
H -6.7565 -5.2600 -18.9055 0.50 0.28 0.40 0.25
C -14.8583 -3.5881 -18.4069 0.62 0.82 0.16 -1.09
C -10.9115 -8.5868 -17.2347 0.71 -0.55 0.36 0.59
H -14.3909 -2.4173 -13.8424 0.05 0.72 -0.39 0.51
C -14.0166 -5.3682 -15.2951 0.24 -0.08 0.69 0.05
H -13.3914 -7.5656 -18.0003 -0.19 -0.25 -0.17 0.14
C -11.8769 -7.5605 -9.8423 1.23 -0.91 0.10 -1.38
O -10.7177 -2.9564 -14.6427 -0.34 -0.04 -0.85 -0.76
C -13.2239 -8.3457 -17.2520 -0.13 1.10 -0.05 -0.25
O -9.9521 -9.2390 -17.8401 -0.11 -1.34 -1.63 -0.41
H -12.0801 -7.9710 -11.9554 0.02 0.11 -0.07 0.26
H -8.0411 -10.0566 -17.6642 -0.71 -0.35 -0.26 0.39
H -15.9945 -4.0955 -16.6932 0.27 -0.75 0.10 0.37
O -15.1634 -5.2844 -14.6474 -0.95 0.32 -0.69 -0.39
H -9.4184 0.0141 -16.2290 -0.46 0.12 -0.16 0.39
H -10.5366 -1.1138 -20.2763 -0.01 -0.05 0.71 0.25
H -11.2944 -6.9271 -9.1732 -0.18 0.24 -0.08 0.33
O -8.2615 -7.8902 -12.5569 -0.14 0.41 -0.02 -0.42
H -6.8989 -3.9334 -21.1045 -0.45 -0.14 0.24 0.41
O -11.5101 -2.6631 -19.1957 -0.05 0.82 0.24 -0.16
H -5.5351 -3.5245 -20.2492 0.05 0.23 0.66 0.40
H -11.8824 -2.4423 -12.0030 0.11 -0.09 -0.47 0.26
O -10.0699 -7.0070 -13.5562 -0.78 0.67 -1.04 -0.46
C -8.6250 -9.1851 -17.3811 1.21 1.62 1.16 -0.48
H -6.5853 -8.1163 -13.5860 -0.02 0.00 -0.06 0.35
H -11.4358 -7.5435 -21.0117 -0.32 -0.04 -0.04 0.43
H -8.2366 -4.4806 -19.1709 -0.28 0.34 0.21 -0.32
O -13.0030 -5.8147 -14.8047 0.21 -0.26 -0.09 -0.41
O -7.0354 -3.4645 -17.8258 -0.03 0.24 0.75 -0.37
H -14.3451 -5.4441 -12.7859 0.08 -0.54 0.08 0.22
O -12.6237 -1.7641 -14.7617 -1.13 1.26 -0.55 -0.35
H -14.1776 -2.7430 -18.5165 0.10 -0.13 -0.43 0.18
C -9.5473 -7.5312 -12.6229 1.12 -0.12 0.98 0.61
H -11.0708 -2.4389 -21.2304 -0.26 -0.17 0.03 0.39
C -11.4449 -7.3917 -11.2838 -0.74 0.83 -0.10 0.15
H -13.5742 -2.5826 -11.5823 -0.04 -0.50 -0.32 0.46
H -12.2712 -1.3263 -20.5571 -0.08 -0.03 0.18 0.29
O -11.0063 -4.5064 -18.0900 -0.47 -0.21 0.38 -0.20
C -7.1871 -4.2572 -18.9814 -0.72 -0.14 -1.44 0.70
H -8.6800 -9.1306 -16.2885 0.22 -0.21 -0.04 0.18
C -11.3389 -1.8464 -20.3605 0.07 -0.14 -1.00 -0.88
O -14.0520 -4.9164 -16.5281 0.47 -0.23 -0.51 -0.03
C -9.7074 -1.0172 -16.4544 1.82 0.65 0.51 -0.39
H -15.8354 -3.2688 -18.7641 0.00 -0.06 -0.04 0.44
H -14.7676 -3.0103 -16.2898 0.46 0.09 -0.37 0.18
H -8.2936 -3.6718 -14.1148 0.09 -0.74 0.04 0.15
O -10.7239 -7.7483 -16.3970 -0.10 0.94 0.61 -0.45
H -8.9794 -1.5682 -15.8656 -0.34 -0.59 0.00 0.04
C -7.6456 -3.8734 -16.7121 0.93 -0.39 -0.53 0.34
O -10.0880 -7.8106 -11.4574 -0.19 -0.40 0.61 -0.34
C -11.4130 -2.0971 -15.1667 1.06 0.13 1.63 0.63
C -12.8830 -2.1535 -12.3143 -0.57 0.83 0.72 -1.54
```
Positions in Å, forces in eV/Å.

Spin multiplicity   1
Highest occupied orbital energy   -12.40 eV
Gap between HOMO and LUMO   10.90 eV
ΔE to the lowest compared entry with this formula, charge and spin   22.3 kcal per mole
Molecular weight   732.5 g mol⁻¹
Charge   +1

---

DFT (wB97M-V/def2-TZVPD) results for a cluster of 10 separate species, C24H48Cl6O21 in total.

Geometry as XYZ:
```
99
Properties=species:S:1:pos:R:3:forces:R:3:mulliken_charge:R:1
H -12.3900 0.8846 -17.6080 -0.11 -0.39 -0.19 0.33
C -7.3356 -0.5948 -17.7607 -0.03 0.60 -0.51 -0.35
H -9.1365 -8.7668 -15.5059 -0.14 0.11 -0.23 0.34
H -6.8491 -7.1402 -22.1065 -0.20 -0.10 -0.59 -0.44
H -5.4853 -4.4621 -14.6334 -0.13 0.77 0.34 0.26
H -5.5126 -3.8684 -20.0711 0.51 -0.05 0.24 -0.58
H -2.6908 -5.3567 -22.6947 0.44 0.12 0.62 0.16
O -8.3293 -10.5353 -20.6527 1.34 -0.25 0.27 -0.36
H -4.7133 -11.5665 -19.5723 0.24 -0.28 -0.22 0.35
H -4.6847 -5.1551 -13.2370 -0.32 -0.52 0.10 0.21
H -9.9087 -2.2870 -13.9495 -0.29 0.57 0.12 0.25
H -8.7021 -2.7446 -12.8320 0.76 -0.13 -0.43 0.18
C -8.7851 -7.7715 -15.7780 -0.63 -0.17 -0.69 -0.31
H -5.3052 -7.7126 -22.6074 0.44 0.28 -0.14 0.22
Cl -12.8808 -8.6803 -19.5285 0.40 0.63 1.06 -0.19
H -4.1324 -2.2017 -24.3908 -0.24 0.05 0.03 0.24
H -10.3194 -4.8820 -21.0798 0.67 0.44 0.15 -0.23
H -4.6104 -9.8792 -19.9026 -0.28 0.29 -0.34 0.14
C -8.3376 -1.0863 -15.6592 -0.84 2.40 -0.32 0.84
C -2.3417 -6.3891 -22.6791 -1.39 -0.79 -0.51 -0.28
O -12.4246 -0.8314 -16.4138 -0.61 -1.18 -0.01 -0.16
C -6.3992 -6.2882 -18.9174 -0.98 -1.52 0.14 0.61
H -9.5970 -7.0443 -15.7890 -0.02 -0.04 -0.02 0.25
O -9.3473 -0.3593 -15.8541 2.90 -2.86 0.78 -0.60
Cl -5.5678 -1.6399 -20.7536 0.05 -0.14 -0.01 -0.21
O -6.2214 -10.9117 -20.7427 -1.05 -0.73 -1.02 -0.36
O -3.5973 -6.2860 -20.2498 1.85 -0.26 -0.16 -0.19
H -8.2780 -7.7946 -16.7426 -0.30 -0.09 -0.21 -0.01
O -5.7843 -5.6883 -22.9826 0.41 -0.17 0.42 0.21
H -10.4819 -4.9261 -22.7988 0.53 -0.30 -0.28 0.50
C -2.1663 -7.2003 -18.0320 -0.85 0.12 0.39 -0.66
O -1.8126 -6.9059 -21.4647 2.12 0.52 -1.42 -0.39
H -6.4012 -0.0650 -17.9463 0.11 -0.41 -0.26 0.22
H -9.5094 -9.8850 -18.9897 0.65 0.35 -0.13 0.25
O -7.1126 -5.1678 -18.4167 -0.05 1.28 -0.14 -0.39
H -10.0201 -9.3037 -20.6172 0.40 0.11 0.03 0.09
H -3.5389 -3.5568 -25.2818 -0.09 0.02 -0.59 0.34
C -4.4510 -3.1304 -24.8642 1.72 1.39 -1.47 -0.81
H -2.8282 -8.0181 -17.7470 0.17 -0.32 -0.22 0.29
C -4.7146 -3.1627 -20.3015 -0.35 0.60 -0.93 0.97
C -8.4434 -5.1061 -18.3815 -1.23 -1.17 0.84 0.62
H -3.2337 -6.9939 -22.8423 -0.09 0.11 -0.50 0.01
C -9.7638 -5.0873 -21.9948 -0.12 0.06 0.27 -0.10
C -5.3128 -5.1494 -24.1114 -0.76 -1.26 0.80 0.51
O -5.3147 -5.6954 -25.1639 0.23 -0.55 -1.71 -0.59
O -8.0316 -1.8273 -14.5692 0.74 0.31 -1.63 -0.23
O -7.8291 -7.4617 -14.8179 1.25 0.43 1.31 -0.41
O -6.9852 -9.6343 -19.0401 0.05 -1.56 -1.02 -0.62
C -10.1894 -3.7704 -17.3918 -0.26 -0.65 -0.69 -0.47
H -10.6723 -4.5383 -16.7875 0.52 -0.43 0.00 0.22
H -6.3164 -4.4407 -12.9879 0.29 0.51 -0.20 0.23
O -14.1744 -1.2032 -17.8967 2.31 -1.53 2.76 -0.59
C -13.3645 -1.5914 -17.0273 -0.96 1.82 -1.55 0.69
C -12.4413 0.5539 -16.5707 0.03 2.04 -0.55 -0.74
H -7.4938 -1.4516 -18.4156 0.07 0.35 -0.32 0.02
C -2.4541 -6.7467 -20.3633 -3.74 0.41 1.29 0.76
H -9.0006 -1.0447 -12.9346 -0.41 0.19 -0.30 0.35
H -5.4364 -6.3425 -18.4093 -0.14 0.35 -0.25 0.08
H -13.2951 1.0693 -16.1310 -0.46 -0.56 0.05 0.33
O -9.2507 -5.9421 -18.7648 1.12 0.47 -0.09 -0.22
Cl -9.3198 -6.8094 -21.8234 -0.32 0.43 -0.43 -0.11
H -10.7293 -3.7549 -18.3385 -0.10 0.33 0.12 0.31
H -10.1865 -10.9792 -20.1161 -0.20 0.05 -0.18 0.37
O -4.8681 -3.9462 -23.8607 -1.04 -0.12 2.73 -0.16
C -7.1383 -10.3613 -20.0202 -2.19 2.99 1.20 0.88
H -2.7608 -6.3110 -17.8228 0.31 0.30 -0.29 0.25
C -12.1798 -7.3906 -18.4441 0.50 0.07 -0.89 0.44
H -11.0956 -7.4963 -18.4079 -0.15 -0.25 -0.15 -0.47
Cl -3.5887 -2.8579 -18.9950 -0.02 -0.25 0.30 -0.18
H -10.3219 -2.8515 -16.8207 0.65 0.16 -0.39 -0.18
H -6.3025 -6.3397 -20.0019 0.18 0.70 0.01 -0.33
H -4.3772 -11.0280 -21.2852 0.48 -0.04 0.45 0.23
C -7.5002 -6.1908 -14.6061 -1.14 2.78 -0.86 0.84
H -11.5887 1.0269 -16.0835 0.27 -0.81 0.12 0.21
O -8.1694 -5.1872 -14.9109 1.31 -2.39 0.67 -0.53
H -4.1434 -3.4220 -21.1929 -0.22 -0.30 0.30 -0.09
C -8.9571 -1.9526 -13.5363 -1.28 -0.22 0.70 -0.65
O -7.2305 -1.1108 -16.4618 -1.41 -0.59 2.12 -0.33
C -9.5382 -10.1049 -20.0569 -1.05 -0.74 0.44 -0.49
C -14.0991 -3.7911 -16.8957 -1.86 -1.75 -0.52 -0.73
H -6.4842 -7.4923 -23.8894 -0.32 0.36 0.14 0.44
H -1.2711 -7.2287 -17.4107 -0.05 0.05 -0.27 0.27
O -8.7966 -4.0246 -17.6989 0.23 0.92 0.49 -0.07
O -1.7661 -7.3033 -19.3933 1.11 -0.21 0.58 -0.40
C -5.6612 -4.9658 -13.6829 -0.46 0.87 -0.64 -0.50
H -6.9766 -7.1800 -18.6735 0.11 -0.19 0.14 -0.09
H -15.1157 -3.5506 -16.5844 -0.03 0.13 0.16 0.39
C -4.9030 -10.8284 -20.3515 1.59 -0.12 0.54 -0.52
H -5.1808 -2.8922 -25.6380 -0.13 -0.37 0.08 0.30
O -13.2048 -2.8213 -16.5064 0.78 1.41 -0.31 -0.21
H -12.5704 -7.3889 -17.4265 -0.45 -0.20 -0.42 0.37
H -1.6394 -6.5715 -23.4924 0.15 0.00 0.44 0.32
C -6.1414 -7.0944 -22.9342 0.36 0.36 0.33 -0.29
Cl -8.3146 -4.0229 -22.2523 -1.13 -0.61 0.41 -0.11
H -14.1692 -4.0224 -17.9586 0.40 0.57 -0.15 0.29
O -6.3079 -6.1593 -14.0348 0.20 -2.24 0.37 -0.38
H -13.8212 -4.7374 -16.4315 0.20 0.23 0.26 0.21
Cl -12.4323 -5.8018 -19.2134 -0.27 -0.29 0.20 -0.16
H -8.1148 0.1620 -17.8507 -0.28 -0.29 0.07 0.31
```
Positions in Å, forces in eV/Å.

Spin multiplicity   1
Highest occupied orbital energy   -10.48 eV
Gap between HOMO and LUMO   10.91 eV
Structure (SMILES)   COC(=O)OC.COC(=O)OC.COC(=O)OC.COC(=O)OC.COC(=O)OC.COC(=O)OC.COC(=O)OC.ClCCl.ClCCl.ClCCl
ΔE to the lowest compared entry with this formula, charge and spin   25.5 kcal per mole
Molecular weight   885.3 g mol⁻¹

---

DFT (wB97M-V/def2-TZVPD) results for a structure of composition C24H48Li3O10P.

Geometry as XYZ:
```
86
Properties=species:S:1:pos:R:3:forces:R:3:mulliken_charge:R:1
C -28.2777 8.5558 3.8617 0.47 -0.08 -0.35 -0.55
H -20.1182 7.5440 -5.4329 1.04 0.06 -0.17 0.32
H -29.2746 8.9631 3.6930 -0.11 -0.46 0.10 0.24
H -26.7056 9.4972 4.9434 -0.03 0.66 0.20 0.21
H -22.6099 12.0532 14.9128 -0.12 -0.10 -0.49 0.32
C -12.9527 16.9100 2.6533 0.02 2.43 0.79 -0.61
C -24.5167 4.8714 10.4426 1.82 0.45 0.55 -0.44
C -14.8365 3.4724 11.4306 1.74 -0.50 2.19 -0.36
H -19.7542 13.1477 13.1253 -0.68 -0.59 -0.52 0.27
C -27.7421 7.7586 2.6050 0.11 2.33 1.85 -0.38
H -20.9903 14.2622 14.5639 0.02 0.33 0.09 0.25
H -20.4780 8.8841 -1.8706 -0.27 -0.07 -0.03 0.24
O -23.6999 5.1895 11.5748 1.99 2.30 0.62 -0.41
H -20.9883 6.8042 -3.2509 -0.48 0.43 0.81 0.36
H -12.5669 4.9206 12.3369 0.38 -0.11 0.19 0.32
H -23.1777 4.1412 13.3442 -0.09 0.67 -0.14 0.30
H -20.4426 12.2716 16.8507 0.71 0.50 0.02 0.27
H -25.3611 9.3183 2.9638 0.10 -0.10 0.77 0.28
C -20.0084 8.1372 -4.5250 0.33 0.53 0.26 -0.36
O -27.0188 8.7914 1.9571 -0.16 -0.13 -2.41 -0.42
H -19.2017 7.9562 -1.2467 0.22 -0.68 -0.42 0.34
C -12.6073 2.7071 12.3418 -2.83 2.95 -0.81 -0.33
H -21.6282 10.9066 15.8719 -0.61 -0.57 -0.43 0.26
H -11.7332 3.0202 11.7708 -0.03 -1.23 -0.75 0.23
H -23.9955 2.2558 11.1788 0.43 -0.23 0.50 0.30
H -21.8244 13.2829 16.7562 0.08 0.62 -0.39 0.34
H -23.8566 4.4959 9.6607 -0.13 -0.36 -0.34 0.27
H -28.5499 7.3556 1.9941 0.25 0.25 -0.27 0.28
C -25.3537 3.8864 11.1243 -1.37 -0.51 0.14 -0.54
O -18.3845 11.6341 7.3647 -0.22 0.00 0.38 -0.80
Li -20.7264 8.4818 10.6164 0.48 0.75 -1.37 0.89
H -12.2060 17.3160 3.3357 0.36 -0.03 -0.12 0.35
H -24.9593 5.7979 10.0767 -0.21 -0.10 0.27 0.29
C -20.0376 7.3354 -3.2978 -0.93 -2.35 1.47 -0.57
H -20.8423 8.8352 -4.5989 -0.25 0.32 0.36 0.26
C -27.2897 9.7621 4.0621 0.62 -1.51 0.10 -0.42
P -19.2279 10.3290 7.1740 0.79 -0.08 0.00 0.69
H -19.3640 6.4788 -3.2774 0.55 0.19 -0.66 0.24
C -13.0244 4.1109 12.9054 0.24 -0.39 0.61 -0.65
H -14.5550 16.1139 4.0068 0.21 0.22 -0.06 0.30
H -24.7489 2.6419 12.8002 0.11 -0.63 -0.26 0.28
H -27.0756 6.9586 2.9272 0.10 -0.19 -0.02 0.27
H -22.2858 3.6650 11.8985 0.41 0.42 -0.05 0.24
C -21.0428 12.8391 16.1396 0.52 -0.23 -0.23 -0.62
H -12.1291 16.9858 0.6320 -0.34 -0.20 -0.12 0.32
H -12.4124 1.9107 13.0601 -0.25 0.11 -0.20 0.31
O -20.7135 11.5668 14.2280 1.54 -0.59 -2.41 -0.35
O -13.8635 2.4150 11.5739 1.18 -1.96 -1.56 -0.44
H -18.7365 12.3210 14.1752 -0.08 -0.59 0.61 0.28
O -18.6850 9.0234 7.8495 1.27 -1.23 0.91 -0.82
C -18.7028 9.2995 -2.9727 -1.11 -0.51 -0.22 -0.37
H -26.2293 10.6916 2.4202 -0.43 -0.17 -0.66 0.24
H -12.9017 15.4044 3.9700 -0.46 -1.15 0.31 0.25
C -21.6015 11.7864 15.2289 -1.40 -0.42 2.27 -0.45
O -14.2158 15.0401 2.3059 0.14 -0.84 -0.13 -0.39
C -19.7783 12.6280 14.0831 0.59 1.20 0.32 -0.40
H -17.6716 9.4549 -2.6556 0.18 -0.88 -0.21 0.29
O -18.7907 8.8229 -4.3184 1.41 1.09 -1.42 -0.41
C -23.2477 4.0259 12.2626 0.22 0.04 -1.08 -0.33
H -27.7360 10.7539 4.1350 -0.22 -0.33 0.24 0.31
H -28.2101 7.8807 4.7148 -0.57 0.26 0.19 0.33
C -24.2687 3.0259 11.9001 -3.47 -0.77 -0.78 -0.58
H -15.8580 3.0939 11.4676 0.23 -0.51 -0.29 0.27
C -13.4012 15.1608 1.1201 0.22 0.67 -0.11 -0.41
C -20.2477 13.6609 15.0884 -1.00 0.53 1.66 -0.56
H -13.5590 17.7929 2.4509 -0.35 -0.15 -0.48 0.27
H -14.7315 4.1482 10.5818 0.43 -0.27 -0.33 0.29
O -19.0731 10.0581 5.6580 -0.15 -0.47 -2.30 -0.82
Li -17.5219 7.0490 5.3145 -0.77 1.43 0.85 0.77
C -14.5220 4.1708 12.7274 -0.88 0.90 0.42 -0.58
O -20.6543 10.3870 7.7257 -1.00 0.65 0.32 -0.76
H -14.0504 15.4228 0.2847 -0.19 0.25 0.09 0.25
H -19.5621 14.3334 15.6038 0.44 -0.16 -0.54 0.39
H -12.9288 14.2298 0.8068 0.02 -0.27 0.54 0.27
H -14.9858 5.1533 12.6400 0.33 0.36 0.76 0.35
H -25.9561 4.5075 11.7872 0.01 -0.28 0.51 0.23
H -11.3983 15.8431 1.7331 0.03 -0.32 -0.25 0.25
H -12.7572 4.1317 13.9619 0.11 0.62 -0.04 0.32
C -13.7065 15.8416 3.3790 0.48 -0.21 -1.13 -0.38
H -19.1016 10.3112 -2.8982 -0.45 0.13 -0.16 0.23
C -26.3760 9.6938 2.8337 -0.13 -0.53 0.26 -0.40
H -26.1059 3.4515 10.4662 0.35 -0.95 0.05 0.39
C -19.6240 8.2894 -2.1947 -0.25 1.73 0.40 -0.56
H -14.9087 3.6166 13.5826 -0.67 0.05 -0.20 0.26
C -12.3528 16.2647 1.4183 -0.21 -0.42 0.69 -0.48
Li -17.9555 13.0340 4.1745 -0.40 -1.03 1.24 0.85
```
Positions in Å, forces in eV/Å.

Spin multiplicity   1
Highest occupied orbital energy   -4.03 eV
Gap between HOMO and LUMO   3.12 eV
ΔE to the lowest compared entry with this formula, charge and spin   346.3 kcal per mole
Molecular weight   548.4 g mol⁻¹